{
  "formula": "C5H5ClO",
  "method": "ωB97M-V/def2-TZVPD",
  "elements": ["C", "C", "C", "C", "C", "O", "Cl", "H", "H", "H", "H", "H"],
  "coordinates": [[2.66999, -0.08148, -0.14014], [1.45496, 0.27039, 0.04283], [3.85399, -0.73363, -0.44359], [0.27043, 0.81022, 0.07081], [-0.98486, 0.05892, -0.17057], [0.07042, 2.10666, 0.41872], [5.25664, 0.24418, 0.10787], [4.16152, -1.67100, -0.82525], [-0.87190, -1.01396, -0.49971], [-1.70184, 0.28453, 0.61601], [-1.42662, 0.45132, -1.01884], [-0.84179, 2.13644, 0.66958]],
  "nbo_charge": [0.054, -0.128, -0.282, 0.316, -0.670, -0.633, -0.058, 0.238, 0.249, 0.215, 0.227, 0.472],
  "orbital_gap_ev": 8.45,
  "total_charge": 0,
  "smiles": "CC(O)=C=C=CCl",
  "relative_energy_kj_mol": 250.01,
  "lumo_energy_ev": 0.3295
}

{
  "formula": "C12H14AgAsF12N5O2S",
  "method": "ωB97M-V/def2-TZVPD",
  "elements": ["Ag", "F", "As", "F", "F", "F", "F", "F", "C", "S", "O", "C", "C", "C", "C", "C", "C", "H", "H", "H", "H", "H", "H", "H", "H", "C", "C", "O", "C", "F", "F", "F", "C", "F", "F", "F", "H", "H", "H", "N", "N", "N", "C", "N", "N", "H", "H", "H"],
  "coordinates": [[-0.18390, 1.29157, 1.10309], [-0.04116, -0.96928, 1.97370], [-0.01602, -0.54031, 3.69595], [0.00372, -0.00746, 5.31786], [1.11223, 0.72260, 3.22712], [1.27240, -1.62834, 3.93880], [-1.28401, 0.61554, 3.30746], [-1.19425, -1.73403, 4.00689], [4.09697, -0.38883, 0.09620], [2.37746, -0.33333, -0.31823], [1.90279, 0.94999, 0.32914], [2.53373, -0.00546, -2.05322], [2.54612, -1.07460, -2.93582], [2.68872, -0.82019, -4.29360], [2.79137, 0.48878, -4.74604], [2.74917, 1.54962, -3.84747], [2.61794, 1.30879, -2.48793], [4.53320, 0.57232, -0.17653], [4.56327, -1.20715, -0.45186], [4.15136, -0.55891, 1.17044], [2.44219, -2.09100, -2.57126], [2.70490, -1.64246, -4.99680], [2.89118, 0.68425, -5.80624], [2.81496, 2.56819, -4.20877], [2.55395, 2.11434, -1.76916], [-0.24564, 4.89306, -1.34375], [-0.23162, 4.07866, -0.04684], [-0.29530, 2.74799, -0.39562], [-1.47505, 4.44998, 0.78309], [-2.57928, 4.17198, 0.07188], [-1.51184, 5.73931, 1.11792], [-1.54790, 3.72903, 1.91311], [1.06534, 4.37391, 0.73328], [1.17214, 3.58814, 1.80916], [1.13566, 5.64134, 1.14286], [2.12789, 4.14105, -0.04792], [-1.19921, 4.75359, -1.84499], [0.54873, 4.53054, -1.99110], [-0.09382, 5.95204, -1.13585], [-4.47340, -1.59888, -0.67454], [-3.83660, -0.52143, -0.06086], [-4.49737, 0.49336, 0.44548], [-3.49070, 1.26940, 0.83960], [-2.31026, 0.71862, 0.56071], [-2.54946, -0.43971, -0.02780], [-5.38492, -1.66292, -0.23343], [-3.91228, -2.41463, -0.45062], [-3.61703, 2.21634, 1.33483]],
  "mulliken_spin": [0.441, 0.010, -0.002, 0.000, -0.001, 0.000, -0.001, 0.000, 0.003, 0.001, 0.031, 0.000, 0.001, 0.000, 0.000, 0.000, 0.002, -0.001, 0.001, 0.000, 0.000, 0.000, 0.000, 0.000, -0.001, 0.039, -0.044, 0.442, 0.016, 0.000, 0.000, -0.001, 0.009, 0.000, 0.000, 0.000, 0.000, 0.002, 0.005, 0.000, -0.001, 0.003, 0.000, 0.042, 0.003, 0.000, 0.000, 0.001],
  "orbital_gap_ev": [10.15, 7.09],
  "total_charge": 0,
  "multiplicity": 2,
  "lumo_energy_ev": [0.3987, -2.6507]
}

{
  "formula": "C14H16O",
  "method": "ωB97M-V/def2-TZVPD",
  "elements": ["C", "C", "C", "C", "C", "C", "C", "H", "H", "H", "H", "H", "H", "H", "H", "C", "C", "C", "C", "C", "C", "C", "O", "H", "H", "H", "H", "H", "H", "H", "H"],
  "coordinates": [[-1.84000, -1.96013, 2.30585], [-1.72561, -0.46552, 1.97109], [-0.89084, 0.37751, 2.68171], [-2.42202, -0.09681, 0.77828], [-0.91646, 1.67216, 2.25198], [-2.34369, 1.24193, 0.33824], [-1.62660, 2.12010, 1.12819], [-0.89761, -2.41788, 2.21614], [-2.52316, -2.56751, 1.70463], [-0.35791, 0.00767, 3.56128], [-3.00200, -0.81160, 0.24898], [-0.27936, 2.28836, 2.85525], [-2.65405, 1.48072, -0.71008], [-1.59167, 3.13575, 0.65027], [-2.25670, -1.95018, 3.33960], [1.69347, 2.23718, -1.25484], [0.39004, -0.03520, -1.11482], [1.28951, 0.86805, -1.60477], [0.56687, -1.34857, -1.29392], [1.71670, -1.88427, -1.80635], [2.38314, 0.35813, -2.42855], [2.68881, -1.11273, -2.43178], [2.01479, -3.23198, -1.58965], [-0.35572, 0.42739, -0.52195], [-0.15783, -2.12891, -0.95389], [1.60535, 2.98447, -2.06016], [2.62950, 2.28232, -0.81893], [3.05156, 0.97450, -3.03052], [1.44599, -3.57707, -0.91411], [3.49662, -1.45376, -2.97239], [0.86887, 2.58587, -0.52479]],
  "nbo_charge": [-0.634, 0.012, -0.239, -0.231, -0.183, -0.206, -0.253, 0.215, 0.214, 0.224, 0.212, 0.213, 0.223, 0.224, 0.217, -0.623, -0.214, -0.046, -0.273, 0.288, -0.162, -0.264, -0.682, 0.230, 0.201, 0.220, 0.217, 0.205, 0.473, 0.220, 0.204],
  "orbital_gap_ev": 8.98,
  "total_charge": 0,
  "smiles": "Cc1ccc(O)cc1.Cc1ccccc1",
  "relative_energy_kj_mol": 233.55,
  "lumo_energy_ev": 0.7450
}

{
  "formula": "C20H52N14O29",
  "method": "ωB97M-V/def2-TZVPD",
  "elements": ["C", "C", "O", "C", "O", "C", "O", "N", "C", "O", "O", "C", "C", "C", "N", "H", "H", "H", "H", "H", "H", "H", "H", "H", "H", "H", "H", "H", "H", "H", "H", "C", "N", "O", "O", "H", "H", "H", "C", "N", "O", "O", "H", "H", "H", "C", "N", "O", "O", "H", "H", "H", "C", "N", "O", "O", "H", "H", "H", "C", "N", "O", "O", "H", "H", "H", "C", "N", "O", "O", "H", "H", "H", "C", "N", "O", "O", "H", "H", "H", "C", "N", "O", "O", "H", "H", "H", "C", "N", "O", "O", "H", "H", "H", "C", "N", "O", "O", "H", "H", "H", "C", "N", "O", "O", "H", "H", "H", "C", "N", "O", "O", "H", "H", "H"],
  "coordinates": [[-0.59927, 3.22167, -1.82160], [-0.26009, 2.80070, -0.38299], [-1.38948, 2.14143, 0.19724], [-1.05582, 0.92541, 0.74893], [-0.31251, 1.18629, 1.96730], [0.02035, 0.09949, 2.65345], [-0.09546, -1.03970, 2.19171], [0.45607, 0.31895, 3.95828], [0.55340, 1.72346, 4.32291], [1.44427, 2.48906, 3.53417], [2.75339, 2.46460, 4.09964], [1.61716, -0.50105, 4.31710], [1.80447, -0.58181, 5.81832], [1.06820, -1.65972, 6.56862], [2.57775, 0.19191, 6.47114], [0.05476, 2.74608, -2.54251], [-1.64029, 3.00760, -2.00972], [-0.45949, 4.29566, -1.93642], [0.01267, 3.69728, 0.17106], [0.60825, 2.14902, -0.41086], [-0.46244, 0.36282, 0.03345], [-1.98406, 0.42927, 1.01404], [-0.42652, 2.17270, 4.20291], [0.82297, 1.83753, 5.36942], [2.65313, 2.98866, 4.91004], [2.54857, -0.17301, 3.85303], [1.45322, -1.51980, 3.97902], [0.80141, -1.25631, 7.54465], [1.78561, -2.46196, 6.74155], [0.18531, -2.00741, 6.04715], [3.03938, 0.83868, 5.83102], [0.32894, -3.10201, -0.17048], [-0.20739, -2.78323, -1.52087], [-0.57657, -1.65033, -1.73909], [-0.24046, -3.68668, -2.33480], [0.29963, -2.20692, 0.44052], [-0.29548, -3.88419, 0.25371], [1.34889, -3.45034, -0.30710], [-1.38351, -3.40352, 3.67177], [-1.69702, -4.78205, 3.20759], [-1.79016, -4.97896, 2.01366], [-1.84238, -5.63122, 4.06237], [-1.28040, -2.75959, 2.81097], [-2.20592, -3.08507, 4.30826], [-0.45626, -3.45392, 4.23435], [2.12978, 6.44456, 4.52504], [1.99960, 5.87868, 5.89606], [2.13915, 6.62079, 6.83666], [1.75520, 4.68911, 5.97150], [2.34448, 7.50260, 4.61149], [2.93935, 5.91593, 4.03053], [1.18842, 6.27250, 4.01233], [4.50240, 1.03904, -1.64217], [3.20865, 1.74715, -1.49212], [3.19817, 2.95099, -1.61887], [2.22703, 1.06471, -1.27331], [5.27237, 1.77295, -1.84818], [4.70849, 0.51081, -0.71572], [4.38021, 0.34929, -2.46935], [-2.86088, -3.78361, -4.24301], [-3.38221, -4.57981, -5.38787], [-2.60245, -5.27338, -5.99996], [-4.56796, -4.47911, -5.63563], [-1.80053, -3.97038, -4.14149], [-3.05389, -2.73730, -4.45995], [-3.39925, -4.09998, -3.35495], [-2.50051, 3.93639, -6.21447], [-2.33407, 3.54848, -4.78644], [-1.52094, 2.68746, -4.53252], [-3.02853, 4.12898, -3.97992], [-1.81940, 3.34154, -6.81125], [-3.53471, 3.74475, -6.48388], [-2.26926, 4.99398, -6.29299], [2.46563, -0.70456, -5.55930], [3.64634, 0.20177, -5.56682], [4.26756, 0.33953, -4.52953], [3.90927, 0.75158, -6.61104], [2.35386, -1.11629, -4.56355], [1.60145, -0.10767, -5.83821], [2.65191, -1.48447, -6.29115], [-1.79506, -2.73295, 10.26329], [-1.31270, -2.30245, 8.92260], [-1.43892, -3.07904, 8.00181], [-0.82595, -1.19245, 8.85192], [-2.20124, -3.73327, 10.17594], [-0.94453, -2.71010, 10.93763], [-2.55587, -2.02474, 10.57593], [7.20905, 2.91974, -4.56825], [7.72028, 2.51188, -3.23121], [8.56769, 1.64883, -3.18824], [7.24241, 3.07533, -2.26755], [7.72072, 2.33530, -5.32299], [6.14015, 2.72522, -4.57901], [7.41299, 3.97985, -4.68344], [2.61943, 3.91310, -7.59046], [1.26158, 3.72323, -7.00700], [0.70278, 4.69133, -6.54145], [0.80462, 2.59963, -7.04180], [2.89628, 4.95573, -7.49149], [3.30136, 3.26985, -7.04194], [2.56699, 3.61860, -8.63386], [-7.19791, -3.51302, -7.38274], [-8.52878, -2.86469, -7.53957], [-8.55467, -1.69395, -7.85530], [-9.50239, -3.55742, -7.33892], [-6.42994, -2.77891, -7.59104], [-7.12516, -3.87285, -6.36187], [-7.15237, -4.33801, -8.08638], [-4.55355, -5.69762, 5.98400], [-4.71546, -4.33811, 6.56904], [-3.90585, -3.48844, 6.25903], [-5.65041, -4.16873, 7.32037], [-3.68131, -5.69391, 5.34248], [-4.43066, -6.39502, 6.80670], [-5.45523, -5.91842, 5.42086]],
  "mulliken_charge": [-1.226, 0.401, -0.544, -0.402, -0.176, 0.042, -0.438, 0.462, -1.030, -0.119, -0.378, -0.522, 0.324, -1.110, -0.773, 0.286, 0.356, 0.320, 0.330, -0.085, 0.443, 0.372, 0.461, 0.602, 0.353, 0.419, 0.467, 0.293, 0.347, 0.216, 0.343, -0.219, 1.040, -0.526, -0.618, -0.181, 0.238, 0.319, -0.339, 1.041, -0.587, -0.652, -0.002, 0.235, 0.286, -0.686, 0.869, -0.516, -0.559, 0.312, 0.267, 0.275, -0.662, 0.927, -0.557, -0.448, 0.119, 0.302, 0.343, -0.713, 0.892, -0.527, -0.532, 0.307, 0.288, 0.283, -0.712, 0.843, -0.408, -0.527, 0.228, 0.306, 0.269, -0.752, 0.936, -0.573, -0.551, 0.303, 0.257, 0.307, -0.800, 0.897, -0.478, -0.541, 0.308, 0.308, 0.304, -0.719, 0.930, -0.538, -0.540, 0.291, 0.255, 0.312, -0.634, 0.886, -0.515, -0.486, 0.328, 0.140, 0.282, -0.681, 0.863, -0.524, -0.523, 0.300, 0.276, 0.291, -0.522, 0.898, -0.473, -0.562, 0.110, 0.282, 0.291],
  "orbital_gap_ev": 9.18,
  "total_charge": 0,
  "lumo_energy_ev": -0.5140
}

These records have DFT total energy values of -728.82807; -4869.28630; -618.22704; -3740.54948 hartree, in the order they appear.